Record 1
Here is C20H26ClI2N3S in the gas phase from OMol25. Energies are from ωB97M-V/def2-TZVPD.

**Net charge**: 0
**Highest occupied orbital energy**: -0.2918 Eh

```
53
C20H26ClI2N3S, DFT ωB97M-V/def2-TZVPD
I -4.61 -1.32 2.54
I -4.77 -1.42 -0.46
Cl 4.47 1.41 -2.05
S -0.44 6.08 2.36
N -1.12 -2.77 -3.56
N 1.57 2.50 -0.92
N -1.39 3.13 0.51
C -0.99 4.63 3.43
C -2.77 -2.18 0.17
C 0.18 -2.95 -1.20
C 0.96 -0.13 -1.04
C 4.94 -1.05 -0.75
C -0.05 -3.22 -2.80
C 0.23 3.51 3.68
C 1.06 -4.14 -3.65
C -0.69 5.73 0.53
C -3.47 -4.16 1.87
C -1.92 0.49 0.30
C -2.95 -2.58 1.75
C 0.55 1.43 -0.62
C -0.33 4.14 0.17
C 3.72 0.07 -0.95
C -0.12 -1.37 -0.78
C -1.59 -1.06 -0.12
C -0.88 1.78 0.06
C 1.11 3.88 -0.55
C 2.41 -0.52 -1.76
H 2.12 -3.62 -3.55
H -1.24 5.06 4.50
H 1.29 -3.23 -0.91
H 6.01 -0.54 -0.91
H -2.70 -4.87 1.32
H 2.57 -1.68 -1.86
H -0.51 -3.69 -0.58
H 1.07 -5.19 -3.11
H 3.46 0.56 0.08
H -1.98 -2.45 2.39
H -2.97 0.72 0.82
H -0.14 2.48 3.23
H 0.74 -4.24 -4.78
H 4.89 -1.50 0.34
H 0.38 3.35 4.85
H 2.38 -0.10 -2.87
H -0.16 6.49 -0.20
H -1.92 4.12 2.93
H -2.63 -3.17 -0.44
H 4.88 -1.91 -1.55
H -1.74 -2.23 -2.91
H -3.60 -4.43 3.02
H 1.85 4.78 -0.76
H -4.52 -4.32 1.32
H -1.86 5.85 0.32
H 1.23 3.83 3.15
```

---

Record 2
Here is a molecular structure, C20H26ClInN2O2Se from OMol25. Energies are from ωB97M-V/def2-TZVPD.

**Relative energy (zero: lowest compared OMol25 entry of this formula, charge and spin)**: 0.00 kcal/mol
**Net charge**: +2
**Highest occupied orbital energy**: -0.4935 Eh

```
53
C20H26ClInN2O2Se, DFT ωB97M-V/def2-TZVPD
In -0.01 0.50 0.82
Se 2.41 0.43 0.37
Cl -5.38 4.67 3.37
O -1.96 0.83 0.53
O -0.25 1.06 2.89
N -0.46 -1.70 1.71
N -1.43 -4.43 1.62
C -4.59 3.19 1.24
C -1.90 -2.01 1.80
C 0.05 -4.14 1.60
C 2.53 -1.84 -1.86
C 3.12 1.05 -4.24
C -3.78 2.30 0.58
C 2.59 0.70 -1.53
C -4.33 3.57 2.56
C 2.62 3.25 -1.20
C 2.70 -0.43 -2.35
C 3.42 1.26 -5.69
C -1.22 1.76 3.28
C 2.97 -0.22 -3.70
C -2.65 1.76 1.20
C 2.98 2.14 -3.38
C 0.29 -2.77 1.01
C -3.22 3.07 3.20
C -2.18 -3.38 2.40
C -2.36 2.16 2.53
C 2.72 2.00 -2.03
H 2.14 3.09 -0.23
H -2.33 -1.93 0.80
H -3.99 2.01 -0.44
H 0.55 -4.92 1.02
H 3.09 3.14 -3.79
H 3.07 -1.08 -4.35
H 2.88 -2.54 -2.61
H -2.39 -1.26 2.41
H 3.61 3.66 -1.00
H 1.47 -2.06 -1.68
H 2.67 1.89 -6.16
H -3.24 -3.62 2.37
H -1.60 -5.36 2.02
H 1.35 -2.54 1.04
H 3.45 0.31 -6.23
H -5.46 3.60 0.74
H -1.16 2.13 4.31
H -0.08 -1.56 2.64
H 0.00 -2.75 -0.04
H -3.00 3.38 4.21
H 3.08 -2.02 -0.94
H 4.38 1.75 -5.82
H 0.39 -4.20 2.64
H -1.78 -4.47 0.66
H 2.05 4.01 -1.73
H -1.83 -3.45 3.43
```

---

Record 3
Here is 2 unconnected molecules or ions with the total composition C20H26ClN7O2 from OMol25. Energies are from ωB97M-V/def2-TZVPD.

**Structure (SMILES)**: Cc1cc(NCCc2ccc(Cl)cc2)c2nncn2n1.CNC(=O)[C@H](C)NC(C)=O
**Net charge**: 0
**Highest occupied orbital energy**: -0.3159 Eh

```
56
C20H26ClN7O2, DFT ωB97M-V/def2-TZVPD
Cl -1.74 -1.43 5.63
O 2.90 5.64 3.17
O 2.40 0.53 2.83
N -0.65 -3.47 -5.65
N -2.20 -1.08 -2.52
N -2.84 -0.95 -6.80
N -2.85 -0.74 -5.44
N -1.52 -2.43 -5.87
N 3.31 3.82 2.00
N 1.00 1.91 1.83
C -3.31 -1.34 3.39
C 2.62 3.64 4.39
C 2.97 4.42 3.14
C 4.83 1.90 2.17
C 2.25 1.53 2.14
C -2.05 -1.97 -7.05
C -2.06 -1.63 -4.90
C -2.76 -0.33 -0.25
C 0.57 2.99 0.95
C -1.01 -0.65 3.12
C -2.04 -1.12 3.94
C -0.80 -2.91 -3.29
C -1.25 -0.41 1.76
C 3.45 2.39 1.69
C -0.30 -3.71 -4.41
C -2.08 -1.40 -1.09
C -3.55 -1.08 2.04
C 0.65 -4.84 -4.14
C -1.68 -1.88 -3.52
C -2.53 -0.60 1.21
H 3.35 2.85 4.56
H 0.28 1.34 2.26
H -0.01 -0.52 3.54
H 3.47 2.32 0.61
H -0.44 -0.09 1.12
H 3.52 4.47 1.26
H 0.59 3.94 1.49
H -2.54 -2.37 -0.88
H -0.48 -3.15 -2.29
H 0.65 -5.11 -3.09
H 4.99 0.88 1.81
H 5.62 2.54 1.78
H 1.63 3.21 4.29
H 1.66 -4.54 -4.43
H -3.84 -0.32 -0.47
H -1.84 -2.38 -8.03
H -0.46 2.81 0.62
H -4.10 -1.71 4.03
H 2.64 4.32 5.24
H 0.37 -5.71 -4.74
H 4.88 1.89 3.26
H -4.55 -1.25 1.64
H -1.02 -1.46 -0.82
H -2.36 0.66 -0.51
H -2.94 -0.45 -2.82
H 1.21 3.05 0.07
```

---

no.,LUMO energy (eV),frontier orbital gap (eV)
1,-1.502,6.438
2,-6.231,7.197
3,0.268,8.865